Record 1
Computed, not measured: C23H33NO2 in the gas phase, with wB97M-V/def2-TZVPD.

```
59
Properties=species:S:1:pos:R:3:forces:R:3:nbo_charge:R:1
C -5.08969 -2.65102 1.47643 0.0 -0.2 0.1 -0.251
O -5.15304 -1.61282 0.53155 0.0 0.3 -0.2 -0.496
C -4.01100 -0.92029 0.24896 0.1 0.1 0.0 0.296
C -4.13629 0.10298 -0.69155 -0.1 -0.1 0.1 -0.249
C -3.04460 0.86302 -1.04889 0.0 -0.1 0.1 -0.200
C -1.79252 0.63058 -0.48548 0.2 -0.1 0.2 -0.038
C -0.59616 1.46159 -0.87686 -0.3 0.1 -0.2 -0.262
C -0.87067 2.95781 -0.60832 0.4 0.0 0.2 -0.400
C 0.26234 3.63708 0.16038 -0.2 0.4 -0.1 -0.219
N 0.30160 3.23264 1.56287 -0.3 -0.1 0.0 -0.621
C 1.62179 2.89270 2.07934 -0.1 -0.1 0.1 -0.234
C 2.14287 1.58718 1.53187 0.0 0.1 0.1 -0.071
C 3.03819 1.53970 0.46828 0.0 -0.1 0.1 -0.194
C 3.38668 0.33707 -0.11058 0.0 -0.2 0.0 -0.251
C 2.85317 -0.86418 0.36104 0.0 0.3 0.0 0.292
O 3.26328 -1.98044 -0.29668 0.1 0.2 0.0 -0.502
C 2.75126 -3.25798 0.05611 -0.2 -0.5 0.0 0.103
C 3.72137 -4.27862 -0.53071 -0.1 0.4 0.2 -0.612
C 1.34035 -3.45961 -0.49896 0.3 0.2 0.2 -0.637
C 1.98436 -0.82742 1.44751 0.0 -0.3 -0.1 -0.269
C 1.63874 0.38706 2.01438 0.2 0.2 0.0 -0.207
C -0.20969 1.17685 -2.34420 0.3 -0.2 0.1 -0.199
C 1.02946 1.95950 -2.77170 -0.3 0.0 0.0 -0.611
C 0.05755 -0.31561 -2.53455 -0.2 0.2 -0.1 -0.608
C -1.67998 -0.38566 0.44956 0.0 0.2 -0.2 -0.150
C -2.76841 -1.15914 0.82057 -0.3 -0.3 0.1 -0.317
H -6.09967 -3.05284 1.54224 0.1 0.0 0.0 0.200
H -4.78371 -2.28200 2.46116 0.0 0.0 0.0 0.174
H -4.40585 -3.44511 1.15789 0.0 0.0 0.0 0.174
H -5.10701 0.28057 -1.12713 -0.1 0.0 -0.1 0.222
H -3.16603 1.65194 -1.77603 0.0 0.1 -0.1 0.211
H 0.24954 1.14504 -0.25812 0.0 0.0 0.0 0.221
H -1.03161 3.48488 -1.54995 -0.1 0.1 0.0 0.208
H -1.78544 3.06374 -0.02009 0.0 0.1 0.0 0.212
H 0.11218 4.72527 0.13757 0.1 -0.1 -0.2 0.187
H 1.21468 3.42238 -0.33560 0.0 0.0 0.0 0.177
H -0.32563 2.44919 1.71325 0.0 0.0 0.0 0.352
H 1.53206 2.83140 3.16861 0.2 0.0 -0.1 0.202
H 2.30005 3.71382 1.83597 0.0 0.0 0.1 0.197
H 3.47080 2.45542 0.09004 0.0 0.1 0.0 0.214
H 4.07589 0.29635 -0.93991 0.1 0.0 -0.1 0.225
H 2.74380 -3.36388 1.15110 0.0 0.1 -0.1 0.168
H 3.39917 -5.28590 -0.28307 0.0 -0.1 0.0 0.211
H 3.75834 -4.16983 -1.61128 0.0 0.0 -0.1 0.212
H 4.71938 -4.11547 -0.13268 0.1 0.0 0.0 0.218
H 0.65632 -2.70391 -0.12021 -0.1 0.0 0.0 0.218
H 1.36042 -3.38608 -1.58368 0.0 0.0 -0.1 0.216
H 0.96901 -4.44142 -0.21786 -0.1 -0.1 0.0 0.213
H 1.56928 -1.73307 1.86274 0.0 -0.1 0.0 0.211
H 0.95266 0.40008 2.85089 -0.1 0.0 0.1 0.211
H -1.04951 1.46634 -2.98583 0.0 0.0 0.0 0.192
H 1.28409 1.71491 -3.80113 0.1 0.0 -0.1 0.209
H 0.86924 3.03249 -2.71143 0.1 0.2 0.0 0.203
H 1.87410 1.69478 -2.13935 0.1 0.0 0.1 0.208
H 0.30906 -0.52502 -3.57208 0.1 -0.1 -0.1 0.206
H 0.89315 -0.62565 -1.91041 0.1 -0.1 0.1 0.203
H -0.81536 -0.90626 -2.26661 0.0 -0.1 0.0 0.216
H -0.71885 -0.58258 0.90308 0.1 0.0 0.0 0.201
H -2.63169 -1.93934 1.55343 0.0 -0.1 0.1 0.213
```
Positions in Å, forces in eV/Å.

Results
structure (SMILES)	COc1ccc([C@H](CCNCc2ccc(OC(C)C)cc2)C(C)C)cc1
energy above the lowest of the compared OMol25 structures with the same formula, charge and spin	2.520	eV
charge	0
HOMO-LUMO gap	8.906	eV
electronic energy	-1101.43796	Eh


Record 2
Computed, not measured: C23H34BCl2N3O in the gas phase, with wB97M-V/def2-TZVPD.

```
64
Properties=species:S:1:pos:R:3:forces:R:3:nbo_charge:R:1
C 7.64300 0.23871 0.39500 -0.3 0.8 0.5 -0.634
C 6.34587 0.19303 1.15906 -0.3 0.2 -0.2 0.033
C 6.39757 -0.30358 2.58771 0.0 -0.8 -0.5 -0.658
C 5.18813 0.55287 0.58228 0.0 -0.1 0.6 -0.213
C 3.86303 -0.10901 0.86788 -0.1 0.4 -0.2 -0.435
C 3.36042 -0.72228 -0.46912 -0.3 0.8 0.4 -0.384
C 2.38640 0.23110 -1.19732 0.7 -0.4 -0.6 -0.197
C 2.53503 0.07477 -2.73080 -0.5 -0.1 0.4 -0.618
C 0.94893 -0.04413 -0.75144 0.1 0.5 -0.8 -0.386
C -0.05460 0.81152 -1.52652 -0.1 0.5 0.3 -0.457
C -1.46463 0.76950 -0.99003 -0.2 0.2 0.0 0.141
C -2.02885 1.99338 -0.53610 0.5 -0.3 -0.1 -0.195
C -3.28950 2.08345 -0.05302 -0.4 0.4 0.1 -0.036
C -3.88341 3.37217 0.47418 0.4 0.0 0.1 -0.206
Cl -3.00233 4.80430 -0.17476 -0.1 0.0 -0.1 -0.064
C -3.90445 3.50783 2.01460 -0.7 -0.3 0.3 -0.189
C -5.24285 3.10218 2.65500 0.3 -0.2 0.1 -0.623
Cl -2.60358 2.53486 2.78479 0.2 0.2 0.0 -0.067
C -4.10345 0.92383 -0.03714 0.1 0.1 0.0 0.089
N -5.38945 1.01490 0.39343 0.1 -0.3 -0.3 -0.381
C -6.07681 -0.09341 0.34355 -0.3 0.0 0.2 0.009
C -5.53404 -1.32017 -0.09834 0.1 -0.1 0.0 0.007
N -4.29529 -1.43506 -0.49159 -0.1 0.2 -0.1 -0.391
C -3.54917 -0.29703 -0.47982 -0.1 0.0 0.3 0.220
C -2.21391 -0.37815 -0.93182 0.4 -0.4 -0.3 -0.451
B -1.66061 -1.81154 -1.34664 -0.1 0.0 0.4 1.271
O -1.29549 -2.04675 -2.66691 -0.1 -0.2 0.1 -0.971
N -1.49224 -2.85524 -0.31780 0.2 -0.1 -0.5 -0.794
C -2.46321 -3.95326 -0.50167 -0.3 0.1 0.5 -0.402
C -0.13165 -3.40064 -0.23333 -0.3 -0.2 0.5 -0.409
H 8.41774 0.80564 0.91705 0.1 -0.1 -0.1 0.204
H 7.97606 -0.79431 0.28015 0.1 0.0 0.0 0.217
H 7.46853 0.66393 -0.59159 0.2 0.0 -0.1 0.215
H 7.42207 -0.55488 2.85920 0.0 0.1 0.2 0.212
H 5.99858 0.45813 3.25337 0.1 0.0 0.1 0.223
H 5.80454 -1.20732 2.74823 0.0 0.0 0.0 0.218
H 5.15885 1.37790 -0.12669 0.2 -0.7 -0.8 0.194
H 3.98159 -0.90106 1.60209 -0.1 0.1 0.2 0.208
H 3.11711 0.62358 1.19071 -0.1 -0.2 0.3 0.201
H 4.23557 -0.88944 -1.09419 0.0 -0.3 0.0 0.207
H 2.83554 -1.66165 -0.28551 0.2 -0.2 0.0 0.202
H 2.67752 1.25868 -0.95542 -0.1 0.0 0.2 0.190
H 3.50144 -0.34139 -3.00333 0.1 0.2 0.0 0.210
H 2.38462 1.03126 -3.22929 0.0 0.0 -0.2 0.210
H 1.77210 -0.61733 -3.09698 0.1 0.0 -0.1 0.205
H 0.76892 -1.09183 -1.00061 -0.1 -0.1 0.4 0.198
H 0.83790 0.16584 0.31327 -0.1 -0.4 0.1 0.214
H 0.28029 1.85094 -1.46626 0.0 0.0 -0.1 0.204
H -0.07474 0.56178 -2.58744 0.1 -0.2 0.0 0.230
H -1.39854 2.87026 -0.57273 -0.1 0.1 0.0 0.227
H -4.89908 3.45541 0.10072 -0.1 0.1 0.1 0.247
H -3.70779 4.53554 2.29715 0.2 0.0 -0.2 0.233
H -6.06374 3.16169 1.94555 0.0 0.1 0.0 0.223
H -5.45103 3.73597 3.51516 0.0 0.0 0.0 0.216
H -5.17144 2.07844 3.01298 -0.2 -0.1 -0.1 0.228
H -7.10977 -0.06526 0.67430 0.0 0.1 0.0 0.194
H -6.15192 -2.21110 -0.11211 0.0 0.0 0.0 0.196
H -2.03275 -2.29467 -3.23162 0.1 0.2 -0.2 0.515
H -3.22710 -3.72701 -1.24433 0.1 0.0 -0.1 0.198
H -3.00692 -4.11119 0.43426 0.0 0.0 0.0 0.197
H -1.97735 -4.89818 -0.75127 0.1 0.1 -0.2 0.184
H 0.52393 -2.70599 0.28890 0.1 0.1 -0.2 0.199
H -0.16619 -4.29395 0.39286 0.0 0.0 0.0 0.198
H 0.28660 -3.70655 -1.19989 0.1 0.2 -0.1 0.179
```
Positions in Å, forces in eV/Å.

Results
structure (SMILES)	CC(C)=CCC[C@@H](C)CCc1cc([C@H](Cl)[C@@H](C)Cl)c2nccnc2c1B(O)N(C)C
charge	0
HOMO-LUMO gap	7.923	eV
electronic energy	-2081.57038	Eh


Record 3
Computed, not measured: a molecular structure, C23H34BIN13SV, with wB97M-V/def2-TZVPD.

```
74
Properties=species:S:1:pos:R:3:forces:R:3:mulliken_spin:R:1
V 0.34781 -0.29108 0.27770 0.3 0.5 0.1 2.963
C -0.01867 -4.37678 2.48087 -0.1 -0.1 0.0 0.003
C 0.95433 -3.20467 2.37788 0.0 0.1 0.0 0.016
C 2.31140 -3.53628 2.99568 0.0 0.0 0.0 0.001
C 0.37169 -1.97016 3.00096 0.0 0.0 -0.1 0.030
C -0.03621 -1.76535 4.32938 0.0 0.0 0.0 0.004
C -0.51910 -0.47379 4.35695 0.0 0.0 0.0 0.012
N -0.40042 0.05027 3.12908 0.1 -0.1 0.0 0.012
N 0.14474 -0.86432 2.29530 0.0 0.0 0.1 -0.037
B -0.86461 1.41984 2.61735 -0.1 0.0 0.1 -0.067
N -1.97306 1.24125 1.57009 -0.1 0.1 -0.1 0.005
C -3.19637 1.77306 1.64457 0.0 0.0 0.0 0.006
C -3.92654 1.31425 0.57398 0.0 0.0 0.1 0.003
C -3.05744 0.46577 -0.12489 0.0 0.0 0.0 0.014
N -1.85535 0.44781 0.47494 0.1 -0.1 -0.1 0.004
C -3.57058 -0.38744 -1.25901 0.0 0.1 -0.1 -0.008
C -2.66647 -0.56853 -2.46950 0.1 -0.1 0.0 0.009
C -4.06215 -1.73272 -0.71876 0.0 0.0 0.0 0.000
N 0.28175 2.23020 2.01723 0.2 0.1 0.0 -0.010
C 0.58291 3.48532 2.36586 0.0 0.0 0.0 0.003
C 1.62777 3.90457 1.57911 0.0 0.0 0.0 0.004
C 1.92244 2.81495 0.74615 0.0 0.0 0.1 -0.004
N 1.08723 1.79568 1.01211 -0.1 0.0 -0.1 0.044
C 3.11391 2.85442 -0.17883 0.0 0.0 0.0 0.014
C 2.86100 2.42981 -1.61993 0.0 -0.1 0.0 0.004
C 4.31119 2.12795 0.43758 0.0 0.0 0.0 0.000
H 0.37653 -5.25078 1.95909 0.0 0.0 0.0 0.001
H -0.19683 -4.65221 3.52516 0.0 0.0 0.0 0.000
H -0.98173 -4.12540 2.03040 0.0 0.0 0.0 -0.002
H 1.11419 -2.97854 1.32472 0.0 0.0 0.0 0.002
H 2.22846 -3.67846 4.07800 0.0 0.0 0.0 0.000
H 2.70929 -4.45513 2.55950 0.0 0.0 0.0 0.001
H 3.02428 -2.73309 2.80167 0.0 0.0 0.0 -0.001
H 0.01548 -2.46763 5.14486 0.0 0.0 0.0 0.001
H -0.94147 0.11534 5.15605 0.0 0.0 0.0 0.002
H -1.31941 2.03875 3.54334 0.0 0.0 0.0 0.000
H -3.45465 2.42387 2.46499 0.0 0.0 -0.1 0.001
H -4.95218 1.53129 0.32657 0.0 0.0 0.0 0.000
H -4.45291 0.15920 -1.60886 0.0 0.0 0.0 0.000
H -1.77760 -1.14175 -2.20866 -0.1 0.0 0.0 0.003
H -3.20035 -1.13829 -3.23377 0.0 0.0 0.0 0.000
H -2.37999 0.39389 -2.89535 0.0 0.0 0.0 -0.002
H -3.23376 -2.34255 -0.36622 0.1 0.0 0.0 0.000
H -4.74883 -1.58304 0.11608 0.0 0.0 0.0 0.000
H -4.57980 -2.29241 -1.50099 0.0 0.0 0.0 0.000
H 0.02962 3.97571 3.15079 0.0 0.0 0.0 0.001
H 2.13352 4.85542 1.59354 0.0 0.0 0.0 0.000
H 3.37466 3.91860 -0.20788 0.0 0.0 0.0 0.000
H 2.64882 1.36379 -1.68170 0.0 0.0 0.0 -0.012
H 2.02320 2.99046 -2.04096 0.0 0.0 0.0 0.000
H 3.75178 2.63938 -2.21929 0.0 0.0 0.0 0.000
H 4.13587 1.05458 0.48909 0.0 0.0 0.0 -0.001
H 5.20489 2.29900 -0.16942 0.0 0.0 0.0 -0.001
H 4.50377 2.49805 1.44724 0.0 0.0 0.0 0.000
C 1.71204 0.26381 -4.68360 0.0 -0.1 0.0 0.002
C 0.77955 1.38252 -4.42184 0.1 0.0 0.1 -0.001
N 0.49814 2.36843 -5.21244 0.0 0.1 -0.1 0.000
N -0.37128 3.13475 -4.48816 0.0 0.0 0.0 0.000
C -0.63978 2.65483 -3.25685 -0.1 0.0 0.0 0.001
S -1.59989 3.24967 -2.03904 0.0 0.1 0.0 0.000
N 0.09011 1.50454 -3.24472 0.4 0.2 -0.1 0.014
N 0.28513 0.70424 -2.12566 -0.6 -0.3 0.3 0.004
H 2.17916 0.40567 -5.65467 0.0 0.0 0.0 0.000
H 1.18584 -0.69348 -4.68009 0.0 0.0 0.0 0.000
H 2.47465 0.21958 -3.90308 0.0 0.0 0.0 -0.001
H -0.74190 3.98636 -4.86037 0.0 0.1 -0.1 0.000
H -0.51264 0.93495 -1.50952 -0.1 0.1 -0.3 -0.044
H 0.17930 -0.25838 -2.43344 -0.1 -0.1 0.1 0.006
I 2.84967 -1.33360 -0.41604 0.1 -0.1 -0.1 -0.022
N -0.08901 -6.38536 -0.90882 -0.1 0.2 0.0 0.005
C -0.60004 -5.35350 -1.05653 0.0 -0.1 0.0 -0.003
N -1.26719 -4.22628 -1.27018 0.1 0.1 0.1 0.019
C -0.79785 -3.10828 -0.83604 0.2 -0.2 0.0 0.071
N -0.44004 -2.05259 -0.48875 -0.3 -0.2 -0.2 -0.067
```
Positions in Å, forces in eV/Å.

Results
energy above the lowest of the compared OMol25 structures with the same formula, charge and spin	1.143	eV
multiplicity	4
charge	-1
HOMO-LUMO gap (spin up / spin down)	7.313 / 7.738	eV
electronic energy	-3273.68689	Eh